(1)
Here is C14H23IrN6O3S2 as an isolated structure in a non-equilibrium geometry from the OMol25 dataset. Energies are from wB97M-V/def2-TZVPD.

Structure (XYZ):
```
49
Properties=species:S:1:pos:R:3:forces:R:3:mulliken_charge:R:1
Ir 0.059388 -0.213928 0.047422 2.2 1.2 0.4 2.224
C 2.485744 0.042144 1.770019 0.1 -0.1 0.2 -0.618
C 1.413849 0.565746 2.689672 0.2 0.0 0.0 -0.639
N 0.075145 0.138117 2.185608 -0.5 -1.2 -0.8 -0.479
C -0.985720 1.137104 2.456561 -0.1 0.2 0.2 -0.647
C -0.776069 2.362138 1.573028 -0.1 0.1 0.1 -0.896
N -0.017189 1.987351 0.335481 -0.5 -0.9 -0.3 -0.613
C 1.350496 2.604111 0.247872 0.1 0.1 -0.1 -0.743
C 2.367691 1.599501 -0.247938 0.1 0.2 0.1 -0.630
N 2.107887 0.258178 0.348352 -0.6 0.0 -0.5 -0.517
H 3.450091 0.506330 1.987418 0.0 0.0 -0.1 0.434
H 2.595152 -1.035312 1.909329 0.0 0.0 0.0 0.384
H 1.571706 0.186873 3.700361 -0.1 0.0 0.0 0.504
H 1.422255 1.649635 2.757708 0.0 0.0 0.0 0.297
H -0.190846 -0.737409 2.636321 0.0 0.1 0.2 0.456
H -1.933101 0.662726 2.232348 -0.1 -0.1 0.0 0.289
H -0.999608 1.403678 3.516262 0.1 0.0 0.0 0.500
H -1.750375 2.762912 1.300714 0.0 0.1 -0.1 0.573
H -0.245646 3.163707 2.085294 0.0 -0.1 0.0 0.410
H -0.558864 2.275008 -0.476406 0.0 0.2 0.1 0.556
H 1.338033 3.447133 -0.444031 -0.1 0.0 0.1 0.478
H 1.610107 3.007184 1.223059 0.0 0.0 0.0 0.360
H 2.287180 1.483616 -1.324908 0.0 -0.1 0.0 0.387
H 3.382567 1.938867 -0.027404 0.0 -0.1 0.1 0.517
H 2.635732 -0.411850 -0.200319 0.2 0.0 -0.1 -0.150
C -3.543290 0.619236 0.249359 -0.1 0.0 0.1 -1.177
C -3.050353 -0.781283 0.401488 0.1 0.0 0.0 0.525
N -1.789668 -1.214783 0.323904 -0.4 0.7 -0.3 0.401
C -1.717185 -2.599611 0.353779 0.0 0.1 0.2 -0.258
C -2.908319 -3.207457 0.542396 0.0 -0.1 0.1 -0.438
S -4.151835 -2.046993 0.620656 0.0 -0.1 0.0 -0.054
C -0.431439 -3.160359 0.015165 0.1 0.0 0.2 0.058
C -0.087520 -4.447289 -0.203558 0.0 -0.1 0.0 -0.468
S 1.472987 -4.520783 -0.868424 0.0 -0.1 0.0 -0.029
C 1.628163 -2.839751 -0.836671 -0.1 0.1 0.1 0.758
N 0.560711 -2.238344 -0.292879 -0.1 0.1 0.0 0.289
C 2.863298 -2.238441 -1.435277 0.0 0.1 0.2 -1.673
H -2.755146 1.280270 -0.087224 0.0 0.1 0.1 0.025
H -3.986427 0.990941 1.175666 0.0 0.0 0.0 0.447
H -4.335100 0.646149 -0.500599 0.0 0.0 0.0 0.509
H -3.110989 -4.265047 0.609319 0.0 0.0 0.0 0.482
H -0.684459 -5.333546 -0.054934 0.0 0.0 0.0 0.454
H 3.297070 -2.934355 -2.152016 0.0 0.0 0.0 0.578
H 3.639712 -2.074270 -0.680070 0.0 0.0 0.0 0.376
H 2.642447 -1.326593 -1.988021 0.0 0.0 0.0 0.425
O -0.625985 0.580502 -3.679578 0.1 0.0 0.0 -0.444
N -0.470746 0.387664 -2.540528 0.0 0.1 0.0 0.821
O 0.645840 -0.037258 -2.016404 -0.3 -0.5 0.5 -0.499
O -1.346070 0.577542 -1.625774 -0.2 -0.1 -0.3 -0.548
```
Positions in Å, forces in eV/Å.

Summary:
* LUMO level (alpha / beta): -10.770 / -12.466 eV
* spin multiplicity: 2
* Kohn-Sham gap (alpha / beta): 7.314 / 5.617 eV
* expectation value of S²: 0.755
* charge: +3

---

(2)
Here is C14H23MoN2P as an isolated structure in a non-equilibrium geometry from the OMol25 dataset. Energies are from wB97M-V/def2-TZVPD.

Structure (XYZ):
```
41
Properties=species:S:1:pos:R:3:forces:R:3:mulliken_charge:R:1
C -0.262239 3.666920 -1.052720 0.1 0.4 -0.2 -0.796
C -0.973811 3.273780 0.065782 -0.9 -0.7 0.7 -0.767
C -0.675541 2.079857 0.729522 -0.1 0.8 0.6 0.718
C 0.378799 1.308751 0.238860 0.8 -2.2 0.2 1.222
C 1.125195 1.701275 -0.884961 0.5 0.5 -0.4 0.751
C 0.799017 2.898701 -1.516953 0.6 -0.9 -0.5 -0.735
C -1.421020 1.646810 1.963683 -0.3 0.1 0.4 -1.100
C -2.199106 0.315620 1.909050 -0.5 -0.2 -0.3 -0.530
N -1.556621 -0.760533 1.096902 -0.7 0.1 0.0 0.016
Mo 0.648379 -0.732627 1.095097 -3.2 3.4 -0.5 -1.138
C 2.178910 0.747815 -1.390264 0.1 -0.4 0.4 -1.289
P 1.510140 -0.966637 -1.069666 1.1 1.1 -3.0 1.334
H -1.804418 3.874147 0.442042 0.2 -0.1 -0.2 0.449
H 1.369446 3.190565 -2.401733 -0.3 0.0 0.2 0.479
H -0.529125 4.587515 -1.574013 0.1 -0.2 0.2 0.431
H 3.108587 0.777703 -0.802831 -0.1 0.4 -0.2 0.480
H 2.411341 0.872423 -2.458519 -0.1 0.0 0.4 0.567
H -0.739498 1.585021 2.830026 -0.1 0.2 -0.3 0.343
H -2.177762 2.408253 2.193071 0.3 -0.1 0.2 0.448
H -2.316573 -0.080143 2.929745 0.0 0.3 -0.3 0.374
C 2.843102 -2.123399 -1.443651 0.3 -0.4 0.7 -1.113
C 0.499311 -1.119748 -2.603355 -0.9 -0.3 0.3 -1.602
H -3.207320 0.458779 1.483361 0.3 0.1 0.3 0.323
C -2.047746 -0.699995 -0.316416 -0.2 -0.1 0.4 -1.285
C -1.961032 -2.083949 1.651027 0.2 0.2 0.1 -1.105
H 2.249342 -0.530653 0.989822 1.5 0.5 -0.2 0.275
H -3.137296 -0.853568 -0.287068 0.3 0.0 -0.3 0.467
H -1.812393 0.271037 -0.748838 -0.1 -0.1 0.0 0.349
H -1.569457 -1.496408 -0.891845 -0.2 0.1 0.0 0.429
H -3.028967 -2.234782 1.458610 0.2 -0.3 0.1 0.369
H -1.365631 -2.869946 1.176206 -0.3 -0.1 -0.1 0.399
H -1.772451 -2.085802 2.726656 -0.1 -0.2 -0.1 0.469
H 1.126445 -1.032390 -3.505065 0.1 0.0 0.6 0.467
H 0.003193 -2.097881 -2.629888 0.1 0.2 -0.1 0.468
H -0.278045 -0.345539 -2.668540 0.2 -0.2 0.1 0.360
H 3.212133 -2.024750 -2.476141 -0.3 0.1 0.4 0.427
H 3.659556 -1.951824 -0.729235 -0.1 -0.2 -0.2 0.373
H 2.454212 -3.140553 -1.289727 0.2 0.2 -0.1 0.420
H 1.177945 -2.357850 1.595578 1.7 -1.6 1.8 0.540
N 2.363448 -2.062581 3.577818 -1.7 0.1 -2.4 -0.249
C 1.717552 -2.013416 2.588574 1.0 -0.7 1.2 -0.035
```
Positions in Å, forces in eV/Å.

Summary:
* LUMO level (alpha / beta): -10.747 / -9.816 eV
* spin multiplicity: 3
* Kohn-Sham gap (alpha / beta): 5.360 / 6.396 eV
* expectation value of S²: 2.372
* charge: +2

---

(3)
Here is C14H23N2PPd as an isolated structure in a non-equilibrium geometry from the OMol25 dataset. Energies are from wB97M-V/def2-TZVPD.

Structure (XYZ):
```
41
Properties=species:S:1:pos:R:3:forces:R:3:mulliken_charge:R:1
C 2.464596 -2.445772 -1.526491 0.1 -0.2 0.2 -0.905
C 2.394051 -1.152136 -2.027161 -0.4 0.5 0.3 -0.833
C 1.711343 -0.138491 -1.315890 0.6 -0.8 -0.6 0.712
C 1.097879 -0.475769 -0.117257 -0.1 0.1 0.5 0.921
C 1.207196 -1.752304 0.418575 0.4 -0.6 -0.5 0.793
C 1.899794 -2.746212 -0.287676 -0.2 0.3 0.0 -0.697
C 1.760318 1.268628 -1.853074 0.4 0.3 -0.2 -0.808
C 0.478276 2.093756 -2.030771 -0.9 0.1 -0.1 -0.799
N -0.747516 1.568050 -1.404671 0.4 -0.1 1.1 0.603
Pd -0.059249 0.889241 0.882999 -0.1 -0.6 -2.8 -1.316
C 0.608120 -2.071229 1.764546 -0.1 -0.3 0.6 -1.370
P -0.736543 -0.922287 2.188400 -0.6 -0.8 -1.4 1.117
H 2.860215 -0.895051 -2.977735 0.0 -0.1 0.1 0.352
H 1.973797 -3.741981 0.146061 0.1 0.1 -0.2 0.424
H 2.972774 -3.224211 -2.095214 -0.1 0.2 0.1 0.356
H 1.348533 -1.968636 2.579756 -0.1 -0.1 -0.3 0.441
H 0.207665 -3.095275 1.808199 0.2 0.1 0.0 0.460
H 2.426683 1.868872 -1.209673 -0.1 -0.3 -0.1 0.366
H 2.231207 1.233535 -2.843789 0.1 0.0 0.3 0.274
H 0.637526 3.083395 -1.582156 0.0 -0.2 -0.3 0.388
C -1.152504 -1.186926 3.921648 0.0 -0.1 0.2 -1.208
C -2.175044 -1.429174 1.217226 -0.8 -1.0 0.2 -1.316
H 0.254608 2.220178 -3.104436 0.2 0.1 0.1 0.357
C -1.312074 0.394201 -2.061829 0.0 0.1 0.0 -1.196
C -1.757635 2.619922 -1.256230 0.1 -0.3 0.0 -1.129
H -0.145892 0.725812 2.527543 1.1 0.5 2.7 -0.263
H -1.628712 0.659293 -3.082959 -0.1 -0.1 0.0 0.332
H -0.585871 -0.422343 -2.100033 -0.2 0.2 0.0 0.374
H -2.184651 0.056217 -1.484725 0.2 0.1 -0.2 0.262
H -2.174355 2.875158 -2.240846 -0.1 0.1 0.1 0.357
H -2.560184 2.258824 -0.597057 0.1 0.1 -0.2 0.216
H -1.295078 3.499785 -0.804034 -0.2 -0.1 -0.1 0.439
H -2.669718 -2.279246 1.702220 -0.3 0.0 -0.3 0.456
H -2.869980 -0.581723 1.156615 0.1 -0.3 0.0 0.267
H -1.877969 -1.714242 0.200554 0.1 0.1 0.3 0.306
H -1.358956 -2.251952 4.103141 0.0 0.3 0.0 0.371
H -0.314619 -0.860296 4.550863 -0.3 0.0 -0.1 0.417
H -2.044147 -0.592110 4.159729 0.2 -0.1 0.0 0.375
H 0.190881 1.968991 2.288708 0.2 0.7 0.0 0.072
N 0.572497 3.855053 0.955757 -0.1 -1.4 0.3 -0.589
C 0.352738 2.808452 1.431170 0.3 3.9 0.4 0.625
```
Positions in Å, forces in eV/Å.

Summary:
* LUMO level (alpha / beta): 0.573 / -0.320 eV
* spin multiplicity: 3
* Kohn-Sham gap (alpha / beta): 5.144 / 7.926 eV
* expectation value of S²: 2.007
* charge: 0

---

(4)
Here is C14H23N2PPdS as an isolated structure in a non-equilibrium geometry from the OMol25 dataset. Energies are from wB97M-V/def2-TZVPD.

Structure (XYZ):
```
42
Properties=species:S:1:pos:R:3:forces:R:3:mulliken_charge:R:1
C 0.502003 3.780191 -1.250246 -0.2 0.8 0.2 -0.825
C 0.113137 3.531422 0.064154 -0.6 -1.0 1.7 -0.728
C 0.152033 2.221541 0.591678 -0.5 3.2 0.7 0.940
C 0.575402 1.191113 -0.234096 0.3 -1.6 0.3 1.110
C 1.054530 1.428253 -1.518226 0.7 1.8 -2.0 0.826
C 1.017007 2.736213 -2.025274 0.5 -2.4 -0.7 -0.564
C -0.162068 1.983998 2.045743 0.0 0.2 0.1 -1.054
C -1.282549 1.002627 2.407086 -0.4 -0.2 0.0 -0.539
N -1.476760 -0.143552 1.466616 -0.1 -0.2 -0.1 0.284
Pd 0.413694 -0.761663 0.455930 -0.8 1.0 0.9 -1.356
C 1.570968 0.257680 -2.317952 -0.1 -0.5 0.4 -1.135
P 0.581600 -1.194297 -1.737954 -1.0 0.0 -1.8 0.994
H -0.232945 4.333826 0.725820 0.2 -0.2 -0.5 0.456
H 1.371614 2.895832 -3.044627 -0.1 0.2 0.3 0.504
H 0.407208 4.787951 -1.669900 0.1 -0.4 0.2 0.436
H 2.624477 0.027147 -2.090517 -0.2 0.3 -0.1 0.453
H 1.436856 0.379321 -3.399636 0.2 0.0 0.2 0.520
H 0.734297 1.619056 2.570758 0.1 0.2 -0.4 0.310
H -0.435661 2.943939 2.494722 0.2 -0.2 0.1 0.441
H -1.064191 0.570154 3.393654 -0.1 0.3 -0.3 0.395
C 1.316563 -2.729059 -2.319832 0.2 -0.2 0.1 -1.136
C -0.946598 -0.993117 -2.703551 0.0 -0.2 0.0 -1.438
H -2.246401 1.532359 2.486774 0.2 -0.2 -0.1 0.289
C -2.455477 0.193073 0.411217 -0.1 0.0 -0.1 -1.240
C -1.945214 -1.330743 2.219202 0.2 -0.2 0.1 -0.946
H 1.951828 -1.339986 0.762458 1.1 -0.1 0.5 0.049
H -3.437944 0.406855 0.864131 0.3 0.0 -0.2 0.443
H -2.109941 1.067554 -0.148200 -0.1 -0.1 0.1 0.388
H -2.546182 -0.655507 -0.276068 -0.1 0.2 0.2 0.315
H -2.988922 -1.200781 2.540411 0.2 0.0 -0.1 0.335
H -1.854649 -2.224069 1.589969 -0.2 0.2 0.1 0.269
H -1.318919 -1.442945 3.111322 -0.2 -0.1 -0.2 0.435
H -0.703746 -1.071899 -3.772202 -0.2 0.0 0.2 0.468
H -1.664499 -1.775143 -2.425304 0.1 0.2 -0.2 0.385
H -1.397317 -0.013819 -2.504145 0.1 -0.2 -0.1 0.331
H 1.346451 -2.754952 -3.416174 0.0 0.0 0.2 0.412
H 2.329558 -2.837196 -1.917255 -0.1 0.0 -0.1 0.373
H 0.708110 -3.568040 -1.958444 0.1 0.2 -0.1 0.396
H 1.207842 -2.732300 1.856040 0.4 0.0 0.8 0.245
S 2.178778 -2.094811 2.591938 -0.3 -0.8 -0.5 0.141
C 3.030825 -3.529938 2.915362 1.2 -1.8 0.8 0.249
N 3.645205 -4.496286 3.164615 -1.1 1.8 -0.6 -0.230
```
Positions in Å, forces in eV/Å.

Summary:
* LUMO level (alpha / beta): -6.161 / -10.682 eV
* spin multiplicity: 5
* Kohn-Sham gap (alpha / beta): 7.973 / 5.402 eV
* expectation value of S²: 6.030
* charge: +2

---

Copy entry 2 word for word.
Here is C14H23MoN2P as an isolated structure in a non-equilibrium geometry from the OMol25 dataset. Energies are from wB97M-V/def2-TZVPD.

Structure (XYZ):
```
41
Properties=species:S:1:pos:R:3:forces:R:3:mulliken_charge:R:1
C -0.262239 3.666920 -1.052720 0.1 0.4 -0.2 -0.796
C -0.973811 3.273780 0.065782 -0.9 -0.7 0.7 -0.767
C -0.675541 2.079857 0.729522 -0.1 0.8 0.6 0.718
C 0.378799 1.308751 0.238860 0.8 -2.2 0.2 1.222
C 1.125195 1.701275 -0.884961 0.5 0.5 -0.4 0.751
C 0.799017 2.898701 -1.516953 0.6 -0.9 -0.5 -0.735
C -1.421020 1.646810 1.963683 -0.3 0.1 0.4 -1.100
C -2.199106 0.315620 1.909050 -0.5 -0.2 -0.3 -0.530
N -1.556621 -0.760533 1.096902 -0.7 0.1 0.0 0.016
Mo 0.648379 -0.732627 1.095097 -3.2 3.4 -0.5 -1.138
C 2.178910 0.747815 -1.390264 0.1 -0.4 0.4 -1.289
P 1.510140 -0.966637 -1.069666 1.1 1.1 -3.0 1.334
H -1.804418 3.874147 0.442042 0.2 -0.1 -0.2 0.449
H 1.369446 3.190565 -2.401733 -0.3 0.0 0.2 0.479
H -0.529125 4.587515 -1.574013 0.1 -0.2 0.2 0.431
H 3.108587 0.777703 -0.802831 -0.1 0.4 -0.2 0.480
H 2.411341 0.872423 -2.458519 -0.1 0.0 0.4 0.567
H -0.739498 1.585021 2.830026 -0.1 0.2 -0.3 0.343
H -2.177762 2.408253 2.193071 0.3 -0.1 0.2 0.448
H -2.316573 -0.080143 2.929745 0.0 0.3 -0.3 0.374
C 2.843102 -2.123399 -1.443651 0.3 -0.4 0.7 -1.113
C 0.499311 -1.119748 -2.603355 -0.9 -0.3 0.3 -1.602
H -3.207320 0.458779 1.483361 0.3 0.1 0.3 0.323
C -2.047746 -0.699995 -0.316416 -0.2 -0.1 0.4 -1.285
C -1.961032 -2.083949 1.651027 0.2 0.2 0.1 -1.105
H 2.249342 -0.530653 0.989822 1.5 0.5 -0.2 0.275
H -3.137296 -0.853568 -0.287068 0.3 0.0 -0.3 0.467
H -1.812393 0.271037 -0.748838 -0.1 -0.1 0.0 0.349
H -1.569457 -1.496408 -0.891845 -0.2 0.1 0.0 0.429
H -3.028967 -2.234782 1.458610 0.2 -0.3 0.1 0.369
H -1.365631 -2.869946 1.176206 -0.3 -0.1 -0.1 0.399
H -1.772451 -2.085802 2.726656 -0.1 -0.2 -0.1 0.469
H 1.126445 -1.032390 -3.505065 0.1 0.0 0.6 0.467
H 0.003193 -2.097881 -2.629888 0.1 0.2 -0.1 0.468
H -0.278045 -0.345539 -2.668540 0.2 -0.2 0.1 0.360
H 3.212133 -2.024750 -2.476141 -0.3 0.1 0.4 0.427
H 3.659556 -1.951824 -0.729235 -0.1 -0.2 -0.2 0.373
H 2.454212 -3.140553 -1.289727 0.2 0.2 -0.1 0.420
H 1.177945 -2.357850 1.595578 1.7 -1.6 1.8 0.540
N 2.363448 -2.062581 3.577818 -1.7 0.1 -2.4 -0.249
C 1.717552 -2.013416 2.588574 1.0 -0.7 1.2 -0.035
```
Positions in Å, forces in eV/Å.

Summary:
* LUMO level (alpha / beta): -10.747 / -9.816 eV
* spin multiplicity: 3
* Kohn-Sham gap (alpha / beta): 5.360 / 6.396 eV
* expectation value of S²: 2.372
* charge: +2